Here is C20H28N5O5RhS2 as an isolated structure at a distorted geometry from the Open Molecules 2025 dataset. Energies are from the ωB97M-V functional and the def2-TZVPD basis.

The geometry in XYZ format:
```
61
Properties=species:S:1:pos:R:3:lowdin_charge:R:1
Rh 0.17 0.06 -1.32 1.2427
C -0.38 0.30 3.25 0.0275
N 0.68 -0.55 2.70 -0.0965
C 1.33 -1.43 3.68 0.0153
C 1.03 -0.47 1.44 -0.3480
O 0.50 0.40 0.68 -0.1409
C 2.14 -1.35 0.90 -0.0849
O 2.37 -1.06 -0.47 -0.1325
C 2.30 -2.21 -1.30 -0.0888
C 0.87 -2.72 -1.34 -0.3859
O -0.07 -1.95 -0.95 -0.1052
N 0.63 -3.95 -1.73 -0.0855
C -0.74 -4.49 -1.75 0.0168
C 1.70 -4.85 -2.17 0.0118
H -1.13 -0.34 3.71 0.1100
H -0.83 0.89 2.47 0.0906
H 0.04 0.95 4.02 0.1120
H 0.56 -1.98 4.21 0.1115
H 1.90 -0.83 4.39 0.1159
H 2.00 -2.14 3.20 0.0881
H 1.87 -2.40 1.05 0.1459
H 3.06 -1.16 1.46 0.1587
H 2.98 -2.98 -0.94 0.1427
H 2.61 -1.90 -2.30 0.1552
H -1.41 -3.82 -1.22 0.0973
H -0.73 -5.47 -1.27 0.1100
H -1.07 -4.59 -2.78 0.1009
H 2.40 -4.34 -2.83 0.1041
H 1.24 -5.66 -2.72 0.1074
H 2.23 -5.27 -1.32 0.1113
C 2.78 4.63 -0.02 0.0068
C 2.05 3.75 -0.98 -0.2596
C 1.76 3.91 -2.32 0.0477
C 1.05 2.78 -2.72 -0.2890
N 0.91 1.96 -1.67 -0.0677
N 1.53 2.57 -0.63 0.0629
C 0.52 2.51 -4.08 0.0068
H 3.10 5.54 -0.52 0.0937
H 3.66 4.12 0.38 0.0927
H 2.13 4.91 0.81 0.0934
H 2.04 4.75 -2.95 0.1310
H 1.47 2.15 0.28 0.1412
H 0.69 3.39 -4.71 0.0995
H -0.55 2.32 -4.06 0.0615
H 1.02 1.66 -4.54 0.0900
O 0.25 -0.52 -3.29 -0.3594
S -1.20 -0.83 -3.49 0.7376
O -1.52 -2.17 -3.81 -0.2009
N -1.69 -0.27 -2.02 -0.2254
C -2.33 0.98 -2.17 -0.8108
S -2.26 2.05 -0.96 0.8423
C -2.73 1.22 -3.56 -0.2545
C -3.53 2.23 -4.07 0.0117
C -3.71 2.29 -5.45 -0.0059
C -3.10 1.37 -6.30 -0.0164
C -2.28 0.36 -5.81 -0.0037
C -2.12 0.32 -4.44 -0.2495
H -4.01 2.93 -3.41 0.1281
H -4.34 3.06 -5.87 0.1270
H -3.26 1.44 -7.37 0.1266
H -1.81 -0.36 -6.47 0.1351
```

Properties
HOMO level (alpha / beta)   -14.26 / -14.26 eV
Lowest unoccupied orbital energy (alpha / beta)   -7.2 / -7.2 eV
Kohn-Sham gap (alpha / beta)   7.050 / 7.051 eV
Relative energy (zero: lowest compared OMol25 entry of this formula, charge and spin)   79.55 kJ/mol
Charge   +2

---

Here is C20H29BF2NO3PPdS2Sb as an isolated structure at a distorted geometry from the Open Molecules 2025 dataset. Energies are from the ωB97M-V functional and the def2-TZVPD basis.

The geometry in XYZ format:
```
61
Properties=species:S:1:pos:R:3:lowdin_charge:R:1
Pd -0.14 -1.09 -0.11 0.5469
N -0.91 -2.67 -1.32 -0.0863
C -1.07 -2.15 -2.68 -0.1523
C -1.54 -0.68 -2.65 -0.6697
O -2.04 -0.21 -3.67 -0.0175
O -1.33 -0.06 -1.55 -0.2088
H -0.32 -3.50 -1.25 -0.0006
H -1.79 -2.90 -0.88 0.1012
H -1.76 -2.74 -3.28 0.1127
H -0.10 -2.17 -3.17 0.1205
F -2.08 -1.07 1.90 0.1393
B -1.13 -0.17 2.27 -0.9516
F -0.45 -0.57 3.37 0.1616
C -4.19 2.30 -3.65 -0.3564
Sb -2.44 3.15 -2.74 1.2900
C -2.12 4.57 -4.35 -0.3824
C -3.59 4.58 -1.59 -0.3676
H -4.80 3.08 -4.10 -0.0064
H -4.77 1.78 -2.89 -0.0056
H -3.88 1.56 -4.39 -0.0172
H -3.05 5.07 -4.61 -0.0118
H -1.73 4.06 -5.22 -0.0143
H -1.39 5.32 -4.03 -0.0172
H -4.24 5.17 -2.25 -0.0098
H -2.93 5.25 -1.05 -0.0116
H -4.22 4.07 -0.86 -0.0215
S 0.72 -4.34 0.91 0.1540
P 1.33 -2.44 0.93 0.4019
S 0.41 0.86 0.90 0.6927
C 2.86 -2.31 -0.08 -0.3908
C 3.89 -3.22 0.15 -0.1073
C 5.06 -3.15 -0.59 -0.0920
C 5.21 -2.17 -1.57 -0.1030
C 4.19 -1.26 -1.80 -0.0910
C 3.02 -1.33 -1.05 -0.1081
C 1.98 -1.99 2.57 -0.4005
C 1.68 -2.76 3.69 -0.1176
C 2.19 -2.40 4.93 -0.0918
C 2.99 -1.28 5.06 -0.1000
C 3.29 -0.51 3.94 -0.0847
C 2.79 -0.87 2.70 -0.1141
H 3.76 -3.99 0.90 0.0941
H 5.86 -3.86 -0.40 0.0968
H 6.13 -2.12 -2.15 0.0943
H 4.30 -0.50 -2.56 0.0995
H 2.23 -0.60 -1.22 0.0731
H 1.06 -3.64 3.57 0.0648
H 1.95 -3.00 5.80 0.0962
H 3.39 -1.00 6.03 0.0934
H 3.92 0.37 4.03 0.0983
H 3.01 -0.26 1.83 0.0840
C -3.19 1.25 0.69 -0.0963
O -2.10 2.02 1.16 -0.1747
C -1.14 1.35 1.93 -0.6345
C -0.66 2.31 3.00 -0.0735
H -3.82 1.93 0.12 0.0696
H -3.78 0.84 1.52 0.0951
H -2.86 0.44 0.04 0.0657
H -1.52 2.70 3.55 0.0884
H -0.15 3.16 2.53 0.0792
H 0.01 1.82 3.70 0.0752
```

Properties
HOMO level   -5.17 eV
Lowest unoccupied orbital energy   2.6 eV
Kohn-Sham gap   7.786 eV
Relative energy (zero: lowest compared OMol25 entry of this formula, charge and spin)   0.00 kJ/mol
Charge   -1

---

Here is a 6-piece molecular cluster, C20H29Br2ClN3O22S5 overall at a distorted geometry from the Open Molecules 2025 dataset. Energies are from the ωB97M-V functional and the def2-TZVPD basis.

The geometry in XYZ format:
```
82
Properties=species:S:1:pos:R:3:lowdin_charge:R:1
C 8.04 2.31 3.63 0.1181
C 7.40 1.78 2.75 -0.0752
C 6.48 1.43 1.60 -0.0647
N 5.08 1.62 2.11 -0.0138
N 4.49 0.53 2.54 0.1597
C 3.28 0.68 3.01 -0.6076
Cl 2.50 -0.78 3.59 0.7095
C 2.54 1.96 3.05 -0.2358
C 1.12 2.11 3.61 -0.6715
Br 1.00 1.47 5.48 0.7383
C -0.02 1.55 2.68 -0.6940
C -0.99 2.69 2.15 -0.1140
Br 0.62 0.58 1.10 0.7712
C 3.25 3.08 2.54 0.1224
C 4.60 2.85 2.05 -0.2364
O 5.30 3.92 1.60 0.0050
N 5.23 5.02 2.60 0.0936
O 5.71 4.72 3.59 0.1804
H 8.37 2.56 4.63 0.0584
H 6.66 2.10 0.74 0.1458
H 6.65 0.37 1.33 0.0905
H 0.94 3.20 3.70 0.0842
H -0.63 0.86 3.29 0.0739
H -0.76 3.68 2.57 0.0828
H -2.02 2.39 2.40 0.0841
H -0.84 2.75 1.05 0.0470
H 2.79 4.08 2.55 0.1459
C 3.38 -3.12 -0.10 -0.1698
C 4.31 -3.51 1.02 -0.1516
O 5.63 -3.30 0.50 -0.1705
S 5.59 -2.07 -0.53 0.6356
O 6.02 -0.89 0.15 -0.2649
O 6.18 -2.48 -1.75 -0.1896
O 4.00 -1.98 -0.72 -0.1933
H 3.31 -3.92 -0.85 0.1228
H 2.39 -2.86 0.26 0.1251
H 4.18 -4.54 1.34 0.1438
H 4.19 -2.85 1.89 0.1065
C -0.28 0.45 -3.00 -0.1603
C 1.07 0.74 -3.62 -0.1622
O 1.87 -0.39 -3.27 -0.1866
S 0.95 -1.70 -3.21 0.6148
O 1.07 -2.39 -4.44 -0.2129
O 1.15 -2.33 -1.95 -0.2242
O -0.48 -0.95 -3.18 -0.1764
H -0.27 0.66 -1.93 0.0960
H -1.08 1.02 -3.48 0.1394
H 1.52 1.66 -3.23 0.1373
H 1.01 0.80 -4.71 0.1379
C 2.06 -6.17 -4.42 -0.1618
C 3.54 -6.12 -4.75 -0.1611
O 4.20 -6.32 -3.50 -0.1886
S 3.30 -7.28 -2.57 0.6155
O 3.80 -8.60 -2.69 -0.2070
O 3.10 -6.64 -1.32 -0.2358
O 1.93 -7.18 -3.42 -0.1834
H 1.72 -5.22 -3.99 0.1199
H 1.45 -6.41 -5.29 0.1392
H 3.84 -5.17 -5.20 0.1374
H 3.82 -6.94 -5.42 0.1352
C -6.14 2.45 -0.46 -0.1668
C -5.19 1.95 0.61 -0.1649
O -3.89 2.09 0.02 -0.2114
S -3.88 3.36 -0.97 0.5998
O -3.34 4.47 -0.27 -0.2269
O -3.39 2.93 -2.23 -0.2274
O -5.47 3.56 -1.07 -0.1787
H -6.31 1.68 -1.22 0.1408
H -7.10 2.76 -0.05 0.1058
H -5.38 0.92 0.89 0.1388
H -5.23 2.59 1.50 0.1366
C -11.63 1.19 0.02 -0.1602
C -11.48 2.57 0.62 -0.1627
O -10.75 2.37 1.83 -0.1808
S -9.74 1.13 1.64 0.6238
O -8.45 1.64 1.32 -0.2358
O -9.95 0.21 2.70 -0.1994
O -10.39 0.53 0.30 -0.1834
H -12.43 0.63 0.52 0.1371
H -11.82 1.22 -1.05 0.1381
H -12.44 3.05 0.82 0.1394
H -10.88 3.22 -0.03 0.1339
```

Properties
HOMO level   -12.52 eV
Lowest unoccupied orbital energy   -4.7 eV
Kohn-Sham gap   7.800 eV
Charge   +1

---

Here is C20H29BrIrNOSi2 as an isolated structure from the Open Molecules 2025 dataset. Energies are from the ωB97M-V functional and the def2-TZVPD basis.

The geometry in XYZ format:
```
55
Properties=species:S:1:pos:R:3:lowdin_charge:R:1
Ir 0.51 0.09 -1.29 1.3778
C 2.66 -2.15 0.50 -0.1692
Si 1.80 -0.87 1.57 0.4145
C 1.68 -1.67 3.27 -0.1700
C 2.86 0.66 1.68 -0.1691
C 0.11 -0.47 0.85 -0.4646
C -0.62 -1.68 0.41 -0.4254
C -1.20 -2.69 1.18 -0.0184
C -1.82 -3.75 0.55 -0.0464
C -1.86 -3.80 -0.84 -0.0619
C -1.27 -2.78 -1.55 -0.1140
N -0.67 -1.75 -0.94 -0.0447
Si -1.00 0.79 1.69 0.4233
C -0.16 2.45 1.76 -0.1673
C -2.62 0.90 0.78 -0.1603
C -1.45 0.28 3.44 -0.1718
H 3.53 -2.55 1.03 0.0387
H 3.00 -1.73 -0.45 -0.0023
H 1.99 -3.00 0.27 0.0367
H 2.69 -1.92 3.62 0.0357
H 1.11 -2.61 3.22 0.0277
H 1.22 -1.03 4.01 0.0140
H 3.90 0.38 1.86 0.0409
H 2.55 1.31 2.50 0.0264
H 2.82 1.23 0.75 0.0154
H -1.15 -2.62 2.26 0.1081
H -2.28 -4.54 1.14 0.1123
H -2.34 -4.62 -1.36 0.1044
H -1.28 -2.76 -2.63 0.1155
H 0.41 2.64 0.84 0.0125
H 0.54 2.52 2.60 0.0271
H -0.90 3.25 1.86 0.0396
H -2.49 1.29 -0.23 0.0002
H -3.30 1.56 1.32 0.0400
H -3.10 -0.09 0.70 0.0382
H -0.59 0.19 4.10 0.0140
H -1.99 -0.68 3.45 0.0269
H -2.13 1.03 3.87 0.0364
Br -2.96 5.29 -3.88 0.7206
C -2.01 3.82 -3.16 -0.6983
C -2.59 2.56 -3.18 -0.1371
C -1.90 1.49 -2.63 -0.1586
C -0.62 1.65 -2.08 -0.3418
C -0.06 2.93 -2.09 -0.1354
C -0.75 4.02 -2.62 -0.1326
H -3.57 2.42 -3.61 0.0992
H -2.37 0.51 -2.64 0.0912
H 0.94 3.10 -1.70 0.0910
H -0.31 5.01 -2.62 0.1001
C 2.81 -0.99 -3.19 -0.0861
C 2.42 0.04 -2.15 -0.5731
O 3.13 0.97 -1.87 -0.0029
H 3.88 -0.92 -3.40 0.0817
H 2.25 -0.78 -4.10 0.0782
H 2.55 -1.99 -2.86 0.0631
```

Properties
HOMO level (alpha / beta)   -6.85 / -8.57 eV
Multiplicity   5
<S²>   6.0117
Lowest unoccupied orbital energy (alpha / beta)   0.3 / -1.5 eV
Kohn-Sham gap (alpha / beta)   7.147 / 7.112 eV
Charge   0

---

Question: charge of number 3 (C20H29Br2ClN3O22S5)?
Answer: +1

---

Question: charge of number 2 (C20H29BF2NO3PPdS2Sb)?
Answer: -1

---

Question: Which value of charge does entry 3 give?
Answer: +1

---

Question: Among the records above, which one has the lowest charge?
Answer: C20H29BF2NO3PPdS2Sb